Computed, not measured: CH14F3NaO10S as an isolated structure in a non-equilibrium geometry, with ωB97M-V/def2-TZVPD.

relative energy (zero: lowest compared OMol25 entry of this formula, charge and spin)	2.4	kcal per mole
E	-45146.080	eV
F_max	3.06	eV Å⁻¹
highest occupied orbital energy	-0.35674	Ha
LUMO	-0.0134	Eh

Geometry as XYZ:
```
30
CH14F3NaO10S ωB97M-V/def2-TZVPD
Na 0.93400 0.52013 0.27910
C -3.12110 -2.52954 -1.06006
F -3.06108 -2.94737 -2.33154
F -4.05704 -1.60619 -0.81573
F -3.24555 -3.71312 -0.41141
S -1.34423 -1.76423 -0.70935
O -1.03960 -0.80573 -1.79506
O -1.40914 -1.09316 0.58544
O -0.53985 -3.00289 -0.70648
O 3.66375 -0.12996 0.53244
H 3.30167 -1.00867 0.41841
H 4.36833 -0.07509 -0.11316
O 1.31566 -1.76053 0.91157
H 1.78357 -2.00438 1.71022
H 0.51892 -2.29075 0.92884
O -0.67818 1.80163 -0.90766
H -0.03641 2.30223 -1.41141
H -1.22877 1.38285 -1.56925
O 1.48795 0.69425 -2.33317
H 1.08392 1.35164 -2.89960
H 0.89618 -0.05682 -2.37720
O 2.10636 2.70618 0.44889
H 2.71394 3.26897 -0.03105
H 1.65303 3.29877 1.04852
O 0.53853 0.83827 2.64962
H 1.13465 0.75808 3.39423
H -0.21247 1.32136 2.99438
O -2.39243 1.56850 1.55905
H -1.91591 1.13457 0.85132
H -3.21874 1.84110 1.16013
```

Löwdin atomic charge list, values in e, 2 entries:
1 Na 0.3701
2 C -0.5907